[1]
C25H26N5O2S2Tl | ωB97M-V/def2-TZVPD

Output
**LUMO level (alpha / beta)**: -8.1 / -8.0 eV
**Energy above the lowest of the compared OMol25 structures with the same formula, charge and spin**: 7.5 kJ/mol
**E**: -2360.87564 Ha
**Net charge**: +2
**Frontier orbital gap (alpha / beta)**: 5.859 / 5.853 eV

The geometry in XYZ format:
```
61
Properties=species:S:1:pos:R:3:forces:R:3:mulliken_charge:R:1
Tl 0.814 -1.215 -0.210 -0.4 0.1 0.5 1.07
S 0.801 1.086 -2.612 -0.1 0.2 0.4 1.35
S 1.192 -3.102 1.809 0.0 0.2 -0.2 -0.31
O 0.835 -0.329 -2.875 0.0 -0.2 0.1 -0.76
O 1.969 1.893 -2.772 0.0 0.0 -0.1 -0.65
N 3.461 -2.320 2.974 -0.1 0.1 0.0 -0.13
N 0.349 1.086 -0.975 0.1 -0.5 -0.2 -0.19
N -1.545 -1.681 -0.048 0.1 -0.1 -0.2 -0.05
N 0.066 0.543 1.626 0.1 0.0 0.1 0.14
N 3.714 -3.481 1.020 -0.1 0.0 -0.1 -0.09
C -0.566 1.808 -3.416 -0.1 0.1 -0.1 0.22
C -2.688 2.917 -4.754 0.0 0.0 0.0 -0.44
C -0.155 0.270 2.904 -0.1 0.0 -0.1 -0.30
C 0.130 1.829 1.251 0.1 0.1 -0.1 0.40
C -0.236 2.575 3.507 0.0 0.0 0.0 -0.70
C -1.961 -2.954 -0.031 0.0 0.0 0.0 -0.21
C -5.702 -2.646 -0.506 0.0 0.0 0.0 -1.42
C 0.155 4.226 1.695 0.0 0.2 -0.2 -0.73
C 0.441 4.502 0.361 -0.1 0.0 0.3 -1.02
C -3.290 -3.304 -0.155 0.0 0.0 0.0 -0.94
C -0.343 1.257 3.876 0.0 0.0 0.0 -0.99
C -2.863 1.728 -4.052 0.0 0.0 0.0 -0.80
C -4.253 -2.314 -0.314 -0.1 0.0 0.0 1.09
C -3.811 -0.990 -0.302 0.0 0.0 0.0 -0.87
C 5.542 -2.078 1.755 -0.1 0.0 0.0 -0.55
C 0.577 3.483 -0.555 -0.1 -0.3 0.0 -0.82
C -2.468 -0.717 -0.170 0.0 0.0 0.0 -0.27
C 4.904 -2.083 3.132 0.0 0.0 0.0 -0.59
C -0.374 2.995 -4.112 -0.1 -0.1 0.0 -0.25
C 5.178 -3.374 1.054 0.0 0.0 0.0 -0.62
C 0.022 2.892 2.161 -0.1 -0.1 0.0 0.86
C -1.798 1.159 -3.379 0.1 0.0 -0.1 -0.28
C -1.452 3.544 -4.791 0.0 0.0 0.0 -0.77
C 2.924 -2.951 1.940 0.3 -0.1 -0.1 0.34
C 0.373 2.118 -0.167 0.1 0.4 -0.1 0.87
H -3.827 1.239 -4.049 0.0 0.0 0.0 0.44
H 3.264 -4.000 0.283 0.0 0.0 0.0 0.25
H -4.516 -0.174 -0.396 0.0 0.0 0.0 0.48
H 0.017 5.040 2.395 0.0 0.0 0.0 0.46
H 5.153 -1.235 1.179 0.1 0.0 0.0 0.26
H 2.819 -1.979 3.670 0.0 0.0 0.0 0.23
H -0.548 0.975 4.899 0.0 0.0 0.0 0.44
H 0.543 5.529 0.040 0.0 0.0 0.0 0.44
H -0.185 -0.782 3.164 0.0 0.0 0.0 0.61
H -1.320 4.454 -5.361 0.0 0.0 0.0 0.42
H 5.035 -1.129 3.638 0.0 0.0 0.0 0.38
H -2.105 0.303 -0.151 0.0 0.0 -0.1 0.50
H 0.783 3.701 -1.592 0.1 0.0 0.0 0.40
H -3.570 -4.349 -0.130 0.0 0.0 0.0 0.40
H 0.607 3.450 -4.151 0.0 0.0 0.0 0.54
H 5.336 -2.862 3.762 0.0 0.0 0.0 0.31
H -5.990 -2.458 -1.542 0.0 0.0 0.0 0.32
H 5.550 -3.404 0.032 -0.1 0.0 0.0 0.40
H -3.524 3.352 -5.285 0.0 0.0 0.0 0.42
H -0.339 3.370 4.235 0.0 0.0 0.0 0.47
H -1.197 -3.713 0.094 0.0 0.0 -0.1 0.35
H 5.589 -4.232 1.591 0.0 0.0 0.0 0.31
H -6.331 -2.020 0.126 0.0 0.0 0.0 0.38
H -1.904 0.211 -2.867 0.0 0.0 0.0 0.50
H 6.622 -1.970 1.829 0.0 0.0 0.0 0.36
H -5.906 -3.690 -0.283 0.0 0.0 0.0 0.37
```
Positions in Å, forces in eV/Å.

[2]
C40H26F5I2MoN5O2SSb | ωB97M-V/def2-TZVPD

Output
**LUMO level (alpha / beta)**: -3.8 / -3.8 eV
**Energy above the lowest of the compared OMol25 structures with the same formula, charge and spin**: 6.4 kJ/mol
**E**: -3765.22910 Ha
**⟨S²⟩**: 2.018
**Net charge**: +1
**Multiplicity**: 3
**Frontier orbital gap (alpha / beta)**: 6.921 / 7.010 eV

The geometry in XYZ format:
```
83
Properties=species:S:1:pos:R:3:forces:R:3:mulliken_spin:R:1
I 0.564 -3.425 3.148 0.0 0.0 0.0 0.00
I -3.845 -3.053 7.224 0.0 0.0 0.0 0.00
Sb 1.944 0.003 -1.666 0.1 -0.2 0.0 0.03
Mo -0.917 0.391 1.224 0.0 0.2 -0.2 2.17
S 1.373 0.078 0.611 -0.1 0.1 0.0 -0.10
F -3.108 1.940 -0.734 0.0 0.0 0.0 0.00
F -4.005 -1.233 -4.049 0.0 0.0 0.0 0.00
F -4.434 1.216 -2.928 0.0 0.0 0.0 0.00
F -2.195 -2.919 -2.942 0.0 0.0 0.0 0.00
F -0.728 -2.146 -0.849 0.0 0.0 0.0 -0.01
O -0.858 2.359 1.135 0.0 -0.1 0.1 0.00
O -1.452 -1.354 1.772 0.0 -0.2 0.1 0.02
N -2.907 0.918 2.187 0.0 0.0 0.0 -0.02
N -0.425 0.704 3.412 0.1 0.0 0.0 -0.05
N 0.417 2.856 -1.684 0.1 0.1 0.1 0.01
N -2.293 6.359 -0.699 0.0 0.0 0.0 0.01
N -1.567 3.456 0.944 -0.1 0.0 0.1 -0.01
C 0.640 -0.335 -3.283 0.0 0.0 0.0 0.01
C -0.085 0.664 -3.925 0.0 0.1 0.0 0.00
C 0.635 -1.640 -3.773 0.0 0.0 0.0 0.00
C 4.652 -4.037 -1.729 0.0 0.0 0.0 0.00
C 3.257 1.568 -2.075 0.0 0.0 0.0 0.01
C 4.020 2.111 -1.049 0.0 0.0 0.0 0.00
C -3.170 -1.238 3.354 0.1 0.0 0.0 0.00
C -1.847 -0.068 -0.686 0.0 0.2 0.0 -0.19
C -1.429 1.183 4.160 0.0 0.0 0.0 0.01
C 4.274 -1.774 -2.443 0.0 0.0 0.0 0.00
C 4.309 3.017 -3.667 0.0 0.0 0.0 0.00
C 2.746 -2.830 -0.896 0.0 0.0 0.0 0.00
C -1.942 -1.770 2.952 0.0 0.0 -0.1 0.01
C -3.327 -0.861 -2.971 0.0 0.0 0.0 0.03
C 3.130 -1.727 -1.652 0.0 0.0 0.0 0.01
C 0.861 0.321 5.378 0.0 0.0 0.0 -0.01
C -1.827 -3.050 4.979 0.0 0.0 0.0 0.00
C -2.643 1.688 3.426 0.0 0.0 0.0 0.00
C -3.715 -1.607 4.571 0.0 0.0 0.0 0.00
C 5.036 -2.933 -2.477 0.0 0.0 0.0 0.00
C 5.074 3.566 -2.647 0.0 0.0 0.0 0.00
C -1.815 5.352 -0.426 0.0 0.1 0.0 0.00
C -0.178 0.807 6.157 0.0 0.0 0.0 0.01
C -3.040 -2.513 5.381 0.0 0.0 0.0 0.00
C -0.843 -0.955 -5.540 0.0 0.0 0.0 0.00
C -2.393 -1.714 -2.408 0.0 0.0 0.0 -0.02
C 3.511 -3.987 -0.939 0.0 0.0 0.0 0.00
C -3.808 -0.248 2.424 0.0 0.0 0.0 0.03
C -1.671 -1.296 -1.307 0.1 0.0 0.1 -0.05
C 0.695 0.282 4.009 0.0 0.0 0.0 0.02
C -1.271 -2.675 3.761 -0.1 0.0 0.1 0.00
C -1.204 4.100 -0.109 0.1 -0.1 0.0 0.02
C -2.809 0.731 -1.278 0.0 0.0 -0.1 0.10
C -3.539 0.383 -2.402 0.0 0.0 0.0 -0.02
C -0.828 0.345 -5.052 0.0 0.0 0.0 0.00
C -1.337 1.244 5.539 0.0 0.0 0.0 -0.01
C -0.252 3.484 -0.994 0.0 0.0 -0.2 0.00
C -0.110 -1.945 -4.902 0.0 0.0 0.0 0.00
C 4.930 3.116 -1.341 0.0 0.0 0.0 0.00
C 3.394 2.014 -3.384 0.0 0.0 0.0 0.00
H 1.470 -0.107 3.362 0.0 0.0 0.0 -0.01
H 5.247 -4.941 -1.759 0.0 0.0 0.0 0.00
H 5.527 3.547 -0.549 0.0 0.0 0.0 0.00
H -4.757 0.102 2.837 0.0 0.0 0.0 0.00
H 1.780 -0.036 5.819 0.0 0.0 0.0 0.00
H -2.470 2.727 3.140 0.0 0.0 0.0 0.00
H -3.514 1.660 4.084 0.0 0.0 0.0 0.00
H -0.121 -2.960 -5.276 0.0 0.0 0.0 0.00
H -3.366 1.540 1.523 0.0 0.0 0.0 0.00
H -3.995 -0.702 1.449 0.0 0.0 0.0 -0.01
H 3.215 -4.850 -0.358 0.0 0.0 0.0 0.00
H -1.395 1.119 -5.552 0.0 0.0 0.0 0.00
H -1.427 -1.196 -6.418 0.0 0.0 0.0 0.00
H 5.784 4.350 -2.870 0.0 0.0 0.0 0.00
H 1.858 -2.790 -0.275 0.0 0.0 0.0 0.00
H -1.307 -3.756 5.612 0.0 0.0 0.0 0.00
H -2.172 1.618 6.117 0.0 0.0 0.0 0.00
H 2.790 1.596 -4.182 0.0 0.0 0.0 0.00
H 3.903 1.766 -0.028 0.0 0.0 0.0 0.00
H -4.664 -1.192 4.887 0.0 0.0 0.0 0.00
H 5.929 -2.973 -3.086 0.0 0.0 0.0 0.00
H -0.089 0.839 7.234 0.0 0.0 0.0 0.00
H 4.421 3.373 -4.682 0.0 0.0 0.0 0.00
H 1.200 -2.424 -3.284 0.0 0.0 0.0 0.00
H 4.583 -0.913 -3.025 0.0 0.0 0.0 0.00
H -0.076 1.679 -3.560 0.0 0.0 0.0 0.00
```
Positions in Å, forces in eV/Å.

[3]
C5H14N | ωB97M-V/def2-TZVPD

Output
**LUMO level (alpha / beta)**: 1.0 / 0.8 eV
**Energy above the lowest of the compared OMol25 structures with the same formula, charge and spin**: 115.6 kJ/mol
**E**: -253.54034 Ha
**⟨S²⟩**: 0.750
**Multiplicity**: 2
**Frontier orbital gap (alpha / beta)**: 4.644 / 12.411 eV

The geometry in XYZ format:
```
20
Properties=species:S:1:pos:R:3:forces:R:3:mulliken_spin:R:1
N 0.165 1.928 -1.374 0.4 -0.6 -0.1 2.24
C -0.398 0.551 0.658 -0.1 0.4 0.7 0.05
C 1.179 -1.397 0.054 0.2 0.5 0.4 0.01
C -0.242 -0.847 0.089 -0.3 0.1 -0.2 0.28
C -1.224 -1.790 0.769 0.1 -0.3 -0.2 0.01
C 0.469 1.666 0.099 -0.7 -0.1 -0.6 0.36
H -1.209 -1.702 1.852 0.2 0.0 0.2 0.00
H -0.974 -2.816 0.491 -0.2 0.0 0.1 0.00
H 1.910 -0.598 -0.089 0.0 -0.1 -0.2 -0.11
H -0.580 -0.787 -0.946 0.1 0.0 -0.3 -0.01
H -0.250 0.544 1.751 0.2 -0.1 -0.2 0.00
H 1.526 1.449 0.131 0.2 0.1 0.2 0.05
H 0.782 1.337 -1.998 0.0 0.1 0.1 -0.52
H 0.348 2.924 -1.660 -0.2 0.0 0.0 -0.66
H 1.267 -2.085 -0.777 0.2 -0.3 -0.1 -0.01
H 1.490 -1.894 0.978 -0.3 -0.1 0.0 0.01
H -1.441 0.870 0.560 0.0 -0.1 -0.1 -0.17
H 0.227 2.589 0.614 0.2 0.1 0.1 -0.19
H -2.245 -1.592 0.453 -0.1 0.0 -0.1 -0.02
H -0.799 1.650 -1.656 -0.1 0.3 0.1 -0.30
```
Positions in Å, forces in eV/Å.

[4]
C6H8 | ωB97M-V/def2-TZVPD

Output
**LUMO level**: 1.1 eV
**Structure (SMILES)**: C=C1CC=C1C
**Energy above the lowest of the compared OMol25 structures with the same formula, charge and spin**: 171.2 kJ/mol
**E**: -233.32178 Ha
**Frontier orbital gap**: 9.488 eV

The geometry in XYZ format:
```
14
Properties=species:S:1:pos:R:3:forces:R:3:mulliken_charge:R:1
C 1.555 1.340 -0.176 0.0 -0.2 0.0 -0.83
C -1.469 -0.157 -0.132 0.9 -1.4 -0.2 -0.34
C -0.169 -0.575 0.005 -1.6 -1.4 0.0 0.28
C 0.451 -1.926 0.232 -0.5 0.0 -0.3 -1.13
C 0.393 0.723 -0.018 -1.7 2.6 -0.3 0.30
C -1.248 1.290 -0.028 2.8 0.3 0.4 -0.54
H -1.361 1.746 0.954 -0.5 0.0 0.0 0.22
H -0.016 -2.656 -0.437 0.2 0.0 0.0 0.30
H 1.530 -1.929 0.069 -0.1 0.0 0.1 0.30
H -2.370 -0.704 -0.387 0.0 0.0 0.3 0.40
H 2.443 0.788 -0.469 0.1 0.0 0.3 0.25
H 0.225 -2.286 1.241 0.2 0.2 0.0 0.26
H -1.614 1.935 -0.831 0.3 0.0 0.1 0.28
H 1.649 2.409 -0.024 -0.1 0.0 -0.3 0.26
```
Positions in Å, forces in eV/Å.